Entry from the OMol25 dataset: a cluster of 3 separate species, C4H14NO3 in total at a distorted geometry (the ωB97M-V functional and the def2-TZVPD basis).

ORCA input file:
```
! RIJCOSX wB97M-V def2-TZVPD def2/J DEFGRID3
* xyz -1 1
C 0.7051 1.7137 -1.8106
N -0.3858 1.4125 -0.9389
C -1.1822 0.2603 -1.3197
C -2.3381 0.0811 -0.3670
C -1.8787 0.0818 1.1519
O -0.7410 -0.5752 1.4211
H 0.4534 1.4775 -2.8467
H 1.6763 1.3100 -1.5186
H 0.9400 2.7927 -1.8134
H -0.1551 1.3885 0.0489
H -0.5970 -0.6621 -1.3345
H -1.5351 0.4458 -2.3386
H -3.0945 0.8794 -0.4117
H -2.9225 -0.8356 -0.4960
H -1.8651 1.1697 1.4261
H -2.8002 -0.2605 1.6771
H 0.9470 -2.5442 0.8225
H 0.4414 -1.1313 0.6500
O 1.2015 -1.7492 0.3310
H 3.0453 -1.5302 1.2548
H 3.2578 -0.1593 0.9055
O 3.6959 -0.8220 1.4536
*
```

## Properties
energy relative to the best compared isomer or geometry (same formula, charge and spin): 1.0204 eV
LUMO: 3.882 eV

Want to see where the charge sits? The natural (NBO) charges in e are:
1 C -0.396
2 N -0.660
3 C -0.221
4 C -0.436
5 C 0.000
6 O -0.956
7 H 0.182
8 H 0.164
9 H 0.165
10 H 0.388
11 H 0.182
12 H 0.160
13 H 0.173
14 H 0.181
15 H 0.075
16 H 0.090
17 H 0.453
18 H 0.519
19 O -1.050
20 H 0.496
21 H 0.466
22 O -0.976

Entry from the OMol25 dataset: a cluster of 3 separate species, C13H18S in total at a distorted geometry (the ωB97M-V functional and the def2-TZVPD basis).

ORCA input file:
```
! RIJCOSX wB97M-V def2-TZVPD def2/J DEFGRID3
* xyz 0 1
C -3.7821 -1.8262 1.5196
C -2.6369 -2.0715 2.1923
C -3.6762 -1.1738 0.3508
C -1.4033 -1.4813 1.8256
C -2.4772 -0.5812 -0.1278
C -1.3408 -0.6793 0.6924
C 0.8117 2.3384 0.3032
C 3.1523 2.3841 1.8534
C 4.2567 -0.4727 -0.6466
C 3.7902 0.8235 -1.2106
C 2.9229 -0.1061 -1.3481
C -1.4577 -0.5485 -2.3439
C -2.3215 0.1758 -1.3970
S 2.0013 3.1690 0.9708
H -4.6962 -2.2719 2.0011
H -2.4512 -2.6089 3.1264
H -4.5985 -1.0353 -0.2493
H -0.5306 -1.7726 2.4222
H 1.0992 1.3596 -0.0417
H 0.1419 2.8919 -0.2957
H 3.0989 1.5000 2.3465
H 3.9820 2.9494 2.0960
H 5.0028 -0.9565 -1.2497
H 4.2134 -0.4664 0.4494
H 4.0660 1.8536 -1.4830
H -0.3907 -0.2123 0.4986
H 1.9677 -0.4002 -1.4693
H -1.7133 -1.5590 -2.4897
H -0.4825 -0.5606 -1.8890
H -1.2630 -0.1025 -3.3936
H -3.3490 0.2271 -1.7067
H -1.9361 1.2144 -1.3065
*
```

## Properties
energy relative to the best compared isomer or geometry (same formula, charge and spin): 4.7148 eV
LUMO: 0.125 eV

Want to see where the charge sits? The natural (NBO) charges in e are:
1 C -0.231
2 C -0.217
3 C -0.202
4 C -0.202
5 C -0.011
6 C -0.207
7 C -0.868
8 C -0.803
9 C -0.446
10 C -0.168
11 C -0.200
12 C -0.588
13 C -0.430
14 S 0.787
15 H 0.224
16 H 0.212
17 H 0.207
18 H 0.209
19 H 0.221
20 H 0.234
21 H 0.212
22 H 0.220
23 H 0.193
24 H 0.188
25 H 0.223
26 H 0.208
27 H 0.207
28 H 0.210
29 H 0.192
30 H 0.209
31 H 0.205
32 H 0.213

Entry from the OMol25 dataset: the ion C14H12N with charge +1 at a distorted geometry (the ωB97M-V functional and the def2-TZVPD basis).

ORCA input file:
```
! RIJCOSX wB97M-V def2-TZVPD def2/J DEFGRID3
* xyz 1 1
C -4.5921 -0.2341 0.3512
C -4.1391 -0.5828 -0.9319
C -3.8039 0.4437 1.2815
C -2.8702 -0.2863 -1.2485
C -2.4455 0.7342 0.9782
C -1.9642 0.3576 -0.3344
C 4.3395 0.8578 -0.0767
C 3.1446 1.2334 -0.6822
C 4.3304 -0.2691 0.7488
C 0.6435 0.9491 -0.7401
C 3.2487 -1.1087 0.6864
C 1.9443 0.4936 -0.4194
C 0.9307 -1.4760 0.3048
C -0.6026 0.4740 -0.5019
N 2.0505 -0.7773 0.1727
H -5.6832 -0.5635 0.3994
H -4.7894 -0.9180 -1.7918
H -4.1567 0.8583 2.1966
H -2.5978 -0.4392 -2.3198
H -1.6601 1.2139 1.5067
H 5.1777 1.4870 -0.1577
H 3.1958 2.1614 -1.2358
H 5.3509 -0.6989 1.1029
H 0.6607 1.9134 -1.2074
H 3.3067 -2.0943 1.1782
H 0.7383 -2.1940 1.1717
H 0.2422 -1.5350 -0.4314
*
```

## Properties
energy relative to the best compared isomer or geometry (same formula, charge and spin): 1.7385 eV
LUMO (spin up / spin down): -4.588 / -5.392 eV

Want to see where the charge sits? The natural (NBO) charges in e are:
1 C -0.138
2 C -0.206
3 C -0.224
4 C -0.145
5 C -0.092
6 C -0.237
7 C -0.140
8 C -0.191
9 C -0.215
10 C -0.344
11 C 0.044
12 C 0.190
13 C -0.168
14 C 0.267
15 N -0.294
16 H 0.248
17 H 0.246
18 H 0.243
19 H 0.231
20 H 0.230
21 H 0.242
22 H 0.252
23 H 0.265
24 H 0.258
25 H 0.239
26 H 0.231
27 H 0.208

Entry from the OMol25 dataset: a cluster of 2 separate species, C9H13FO in total at a distorted geometry (the ωB97M-V functional and the def2-TZVPD basis).

ORCA input file:
```
! RIJCOSX wB97M-V def2-TZVPD def2/J DEFGRID3
* xyz 0 1
C 0.1814 1.2495 2.8409
C -0.0493 0.9070 1.3829
C 0.9276 0.9576 0.4919
C 0.7641 1.0342 -0.9770
C -0.4681 1.0363 -1.5026
C -1.7098 1.1035 -0.6402
C -1.4346 0.6279 0.8143
H 0.2542 2.2440 2.9605
H 0.9931 0.8772 3.3251
H -0.6750 0.8749 3.5574
H 1.8474 1.0801 0.9205
H 1.6637 0.9553 -1.5925
H -0.6618 1.1841 -2.4608
H -2.4481 0.5405 -1.1060
H -2.0213 2.0920 -0.8320
H -2.0768 1.0062 1.6063
H -1.4638 -0.4825 0.9282
C 1.4774 -2.5286 -1.0953
C 0.1865 -2.2880 -1.8136
O -0.0356 -2.2716 -2.9683
F -0.8551 -2.4663 -0.9467
H 1.6161 -1.7023 -0.5198
H 2.3365 -2.5187 -1.6858
H 1.6511 -3.5120 -0.6872
*
```

## Properties
structure (SMILES): CC1=CC=CCC1.CC(=O)F
energy relative to the best compared isomer or geometry (same formula, charge and spin): 0.0833 eV
LUMO: 0.853 eV

Want to see where the charge sits? The natural (NBO) charges in e are:
1 C -0.630
2 C 0.083
3 C -0.287
4 C -0.250
5 C -0.133
6 C -0.440
7 C -0.450
8 H 0.217
9 H 0.220
10 H 0.199
11 H 0.193
12 H 0.212
13 H 0.191
14 H 0.222
15 H 0.215
16 H 0.214
17 H 0.227
18 C -0.754
19 C 0.891
20 O -0.516
21 F -0.359
22 H 0.246
23 H 0.237
24 H 0.253

Entry from the OMol25 dataset: a structure of composition C22H31N13O2PPbSbSe4 at a distorted geometry (the ωB97M-V functional and the def2-TZVPD basis).

ORCA input file:
```
! RIJCOSX wB97M-V def2-TZVPD def2/J DEFGRID3
* xyz 0 1
Pb -0.1689 -0.1810 0.2159
C 4.4062 3.1068 2.5409
N 3.4718 2.0175 2.5000
C 3.4346 0.9514 3.3403
C 2.3961 0.1672 2.9195
N 1.8042 0.7302 1.8461
C 2.4600 1.8476 1.6052
P 2.1327 3.0654 0.2961
C 2.1556 1.9006 -1.1148
N 1.6792 0.6738 -1.1649
C 2.0020 0.1780 -2.3758
C 2.6912 1.1203 -3.0861
N 2.7883 2.2089 -2.2767
C 3.4470 3.4470 -2.5807
C 0.3391 3.2181 0.5574
N -0.5038 2.2660 0.8926
C -1.7136 2.8433 1.0233
C -1.6082 4.1833 0.7680
N -0.3000 4.4142 0.4800
C 0.3049 5.6773 0.1714
H 5.0965 2.9508 3.3673
H 3.8899 4.0574 2.6894
H 4.9698 3.1589 1.6064
H 4.1208 0.8244 4.1509
H 2.0604 -0.7588 3.3380
H 1.7267 -0.8198 -2.6477
H 3.0948 1.0982 -4.0785
H 3.8475 3.4000 -3.5910
H 4.2654 3.6231 -1.8802
H 2.7431 4.2772 -2.5099
H -2.5780 2.2653 1.2872
H -2.3451 4.9606 0.7689
H -0.4478 6.4599 0.2260
H 0.7341 5.6604 -0.8319
H 1.0997 5.9018 0.8849
C -0.9580 -4.9614 -3.1490
N -0.5852 -3.5601 -3.1094
C -1.3320 -2.7593 -4.0619
C -0.1768 -2.9421 -1.9412
N -0.4898 -1.7522 -1.6112
N 0.6984 -3.6881 -1.1824
C 1.2574 -3.3810 0.0459
N 2.0893 -4.3489 0.5320
N 1.0688 -2.2633 0.6220
H -0.7755 -5.3473 -4.1538
H -2.0231 -5.0886 -2.9225
H -0.3915 -5.5594 -2.4408
H -1.2956 -3.2621 -5.0294
H -0.8679 -1.7780 -4.1664
H -2.3831 -2.6348 -3.7707
H -1.1796 -1.2998 -2.1906
H 1.0588 -4.5264 -1.6131
H 1.9785 -5.3028 0.2317
H 2.3245 -4.2567 1.5138
H 1.5189 -2.2154 1.5286
O -1.1126 1.2000 -1.8011
N -2.3752 1.2030 -1.9912
N -3.1073 0.5420 -1.1834
O -2.6570 -0.1481 -0.1708
C -4.4993 0.5261 -1.4009
C -5.0845 1.2679 -2.4234
C -6.4537 1.2040 -2.6001
C -7.2396 0.4120 -1.7753
C -6.6522 -0.3112 -0.7505
C -5.2856 -0.2542 -0.5611
H -4.4639 1.8792 -3.0590
H -6.9151 1.7808 -3.3884
H -8.3073 0.3606 -1.9298
H -7.2550 -0.9206 -0.0946
H -4.8092 -0.8096 0.2332
Se -3.2371 -2.6371 3.8061
Sb -0.8717 -1.7165 4.1537
Se 0.8542 -3.4166 3.8632
Se -0.6008 -0.0120 5.8378
Se -2.3412 -1.1402 2.1275
*
```

## Properties
energy relative to the best compared isomer or geometry (same formula, charge and spin): 0.7461 eV
LUMO: 0.088 eV

Want to see where the charge sits? The Mulliken charges in e are:
1 Pb 0.984
2 C -0.826
3 N 0.236
4 C -0.867
5 C -0.349
6 N 0.793
7 C -0.390
8 P -0.507
9 C 0.019
10 N 0.387
11 C -0.485
12 C -0.715
13 N 0.190
14 C -0.801
15 C -0.050
16 N 0.280
17 C -0.800
18 C -0.489
19 N 0.188
20 C -0.824
21 H 0.321
22 H 0.307
23 H 0.307
24 H 0.415
25 H 0.184
26 H 0.399
27 H 0.419
28 H 0.322
29 H 0.322
30 H 0.269
31 H 0.550
32 H 0.437
33 H 0.327
34 H 0.272
35 H 0.330
36 C -1.073
37 N 0.022
38 C -1.162
39 C 0.246
40 N 0.303
41 N -0.093
42 C 0.329
43 N -0.481
44 N 0.209
45 H 0.349
46 H 0.322
47 H 0.331
48 H 0.317
49 H 0.357
50 H 0.379
51 H -0.203
52 H 0.286
53 H 0.186
54 H 0.199
55 H -0.411
56 O -0.143
57 N -1.351
58 N 1.321
59 O -0.437
60 C 0.089
61 C -0.309
62 C -0.530
63 C -0.448
64 C -0.704
65 C -0.252
66 H 0.447
67 H 0.372
68 H 0.384
69 H 0.396
70 H 0.332
71 Se -0.465
72 Sb 0.597
73 Se -0.600
74 Se -0.587
75 Se 0.318

Entry from the OMol25 dataset: the molecule CH2N2O3S at a distorted geometry (the ωB97M-V functional and the def2-TZVPD basis).

ORCA input file:
```
! RIJCOSX wB97M-V def2-TZVPD def2/J DEFGRID3
* xyz 0 3
C 1.3739 0.6165 -0.3266
N 0.4153 0.1128 -0.9112
N -0.4498 0.9197 1.3292
O 2.0941 1.3304 0.1461
O -1.6035 1.6604 -0.7446
O -2.0405 -0.6855 -0.1179
S -1.2941 0.5546 0.0854
H 0.0932 -0.5461 -1.6187
H -0.2594 0.1773 1.9777
*
```

## Properties
energy relative to the best compared isomer or geometry (same formula, charge and spin): 2.4069 eV
LUMO (spin up / spin down): 0.085 / -4.268 eV

Want to see where the charge sits? The natural (NBO) charges in e are:
1 C 0.741
2 N -0.791
3 N -0.605
4 O -0.469
5 O -0.869
6 O -0.896
7 S 2.064
8 H 0.447
9 H 0.379

Entry from the OMol25 dataset: a structure of composition C36H72O23S4 at a distorted geometry (the ωB97M-V functional and the def2-TZVPD basis).

ORCA input file:
```
! RIJCOSX wB97M-V def2-TZVPD def2/J DEFGRID3
* xyz 0 1
C -3.9188 4.1917 -0.7482
C -4.3040 2.9410 -1.5634
C -4.6661 3.6102 -2.9076
O -5.1506 4.8754 -2.6593
C -4.6522 5.3849 -1.3319
H -2.8431 4.2933 -0.8922
H -4.2127 3.9291 0.2680
H -5.1811 2.5675 -1.0349
H -3.4389 2.2866 -1.6699
H -5.4392 3.1200 -3.4993
H -3.7635 3.6101 -3.5187
H -5.4972 5.7693 -0.7607
H -3.9186 6.1844 -1.4360
C -3.2183 -4.9126 -1.5547
C -2.4958 -6.0739 -2.1920
C -1.5763 -5.2666 -3.0336
O -1.2266 -4.1408 -2.1314
C -2.0731 -4.1603 -0.9889
H -3.9673 -5.2063 -0.8193
H -3.8363 -4.3025 -2.2134
H -3.1455 -6.6550 -2.8465
H -1.8503 -6.6171 -1.5019
H -2.0498 -4.7662 -3.8783
H -0.6758 -5.8423 -3.2478
H -2.4460 -3.1674 -0.7377
H -1.6755 -4.5981 -0.0733
C 3.3303 4.2749 2.0479
C 3.2272 2.9747 1.3074
C 3.9474 1.9668 2.1836
O 3.5297 2.5176 3.4656
C 3.7230 3.9311 3.4220
H 2.3598 4.7512 2.1869
H 4.0097 4.9647 1.5473
H 3.7355 2.9718 0.3432
H 2.2517 2.6523 0.9433
H 5.0140 1.8532 1.9898
H 3.5676 0.9997 1.8539
H 4.7739 4.0981 3.6584
H 3.2252 4.4948 4.2111
C -3.7537 -2.1259 -4.8450
C -3.1758 -1.0456 -3.9869
C -1.6495 -1.1852 -4.1763
O -1.6158 -1.4665 -5.5894
C -2.7119 -2.3164 -6.0490
H -4.7495 -1.8641 -5.2026
H -3.8183 -3.0268 -4.2348
H -3.4423 -1.0461 -2.9300
H -3.5961 -0.1862 -4.5094
H -1.2057 -1.9948 -3.5969
H -1.1038 -0.2620 -3.9812
H -2.2452 -3.2900 -6.1989
H -3.0957 -1.9818 -7.0127
C -2.0646 -4.2250 3.6722
C -1.8296 -2.7243 3.6749
C -3.0376 -2.0862 3.0835
O -3.9934 -3.1226 2.7226
C -3.6265 -4.3138 3.4838
H -1.7093 -4.6786 4.5975
H -1.6138 -4.7579 2.8350
H -1.0071 -2.4938 2.9978
H -1.7347 -2.4564 4.7272
H -2.8119 -1.4351 2.2390
H -3.3293 -1.3878 3.8680
H -4.0244 -5.0856 2.8250
H -4.2227 -4.3131 4.3963
C 3.8161 -1.7987 5.1986
C 2.9654 -1.5767 4.0012
C 1.9248 -2.7283 4.0091
O 2.4405 -3.6352 5.0255
C 3.7182 -3.3367 5.4511
H 3.5921 -1.2952 6.1391
H 4.8617 -1.6112 4.9546
H 3.6942 -1.5302 3.1920
H 2.4151 -0.6431 4.1182
H 1.6847 -3.2392 3.0766
H 1.0374 -2.1612 4.2900
H 4.3693 -3.8930 4.7768
H 3.9743 -3.8234 6.3922
C -0.1159 7.3146 -1.5581
C -0.2397 6.4846 -0.3113
C 0.7562 5.3455 -0.5200
O 1.3869 5.6795 -1.7995
C 1.3478 7.0954 -2.0026
H -0.3116 8.3650 -1.3428
H -0.8528 6.8628 -2.2221
H -1.2523 6.1149 -0.1496
H -0.0082 6.9653 0.6392
H 0.2316 4.3901 -0.5188
H 1.5757 5.3571 0.1986
H 1.5834 7.5478 -2.9659
H 2.0998 7.6157 -1.4092
C 0.9102 3.0802 -3.8388
C 2.2005 2.8088 -3.2116
O 3.0470 2.2157 -4.2098
S 2.1496 1.2635 -5.1958
O 2.3729 -0.1648 -4.8514
O 2.4440 1.5709 -6.5791
O 0.7104 1.8856 -4.6489
H 0.8590 3.9396 -4.5073
H 0.1821 3.1842 -3.0344
H 2.1801 2.0815 -2.4000
H 2.6825 3.7185 -2.8535
C 5.1856 -5.8764 -0.7258
C 5.0588 -4.5857 -1.4282
O 3.7271 -4.2355 -1.5633
S 3.0080 -4.7193 -0.1318
O 1.6193 -5.1654 -0.4104
O 3.2334 -3.8735 1.0222
O 4.0143 -6.0188 -0.0055
H 5.9988 -5.8496 -0.0004
H 5.3932 -6.7067 -1.4007
H 5.3596 -4.8623 -2.4387
H 5.7869 -3.8157 -1.1731
C 0.0073 2.8821 4.1067
C 0.4744 1.4325 4.2286
O -0.6975 0.7969 4.6630
S -2.0914 1.4327 4.0031
O -3.1516 1.1375 4.9910
O -2.2780 1.2523 2.5575
O -1.3926 2.8980 4.1873
H 0.2650 3.4307 3.2008
H 0.5506 3.4650 4.8504
H 1.2475 1.4504 4.9967
H 0.8573 1.0795 3.2710
C 0.4902 -1.8607 0.2306
C 0.6875 -1.4221 -1.1420
O 0.8214 -0.0581 -1.0770
S -0.2194 0.6043 -0.0096
O -1.6127 0.4047 -0.4044
O 0.1800 1.9080 0.5220
O 0.2057 -0.6565 0.9724
H 1.4346 -2.2749 0.5836
H -0.2323 -2.6597 0.3968
H -0.2380 -1.7110 -1.6402
H 1.5692 -1.9058 -1.5623
*
```

## Properties
energy relative to the best compared isomer or geometry (same formula, charge and spin): 6.7470 eV
LUMO: 0.082 eV

Results of the Mulliken charge analysis, in e, for atoms 1 through 99:
1 C 0.137
2 C 0.014
3 C -0.528
4 O -0.461
5 C -0.418
6 H -0.347
7 H 0.389
8 H 0.329
9 H -0.153
10 H 0.321
11 H 0.258
12 H 0.313
13 H 0.172
14 C -0.680
15 C -0.507
16 C -0.398
17 O -0.320
18 C 0.111
19 H 0.349
20 H 0.171
21 H 0.368
22 H 0.277
23 H 0.071
24 H 0.301
25 H 0.110
26 H 0.078
27 C -0.473
28 C 1.008
29 C -0.577
30 O -0.368
31 C -0.599
32 H 0.082
33 H 0.453
34 H 0.392
35 H -0.725
36 H 0.288
37 H 0.174
38 H 0.255
39 H 0.320
40 C -0.291
41 C -0.383
42 C 0.770
43 O -0.495
44 C -0.549
45 H 0.464
46 H -0.222
47 H 0.339
48 H 0.286
49 H -0.282
50 H -0.080
51 H 0.288
52 H 0.255
53 C -0.615
54 C 0.929
55 C -0.347
56 O -0.475
57 C -0.588
58 H 0.402
59 H 0.169
60 H -0.872
61 H 0.487
62 H 0.207
63 H 0.138
64 H 0.322
65 H 0.255
66 C -0.770
67 C 0.977
68 C 0.431
69 O -0.513
70 C -0.544
71 H 0.316
72 H 0.370
73 H 0.090
74 H -0.686
75 H -0.106
76 H -0.111
77 H 0.233
78 H 0.339
79 C -0.588
80 C -0.507
81 C 0.580
82 O -0.451
83 C -0.568
84 H 0.383
85 H 0.213
86 H 0.109
87 H 0.381
88 H -0.019
89 H -0.275
90 H 0.425
91 H 0.257
92 C 0.144
93 C 0.157
94 O -0.426
95 S 1.024
96 O -0.507
97 O -0.580
98 O -0.256
99 H 0.354

Entry from the OMol25 dataset: a cluster of 5 separate species, C2H13NO4 in total at a distorted geometry (the ωB97M-V functional and the def2-TZVPD basis).

ORCA input file:
```
! RIJCOSX wB97M-V def2-TZVPD def2/J DEFGRID3
* xyz 0 1
C 1.5079 -0.6181 4.2891
N 0.9124 -0.6861 3.1750
C 1.4861 0.3631 2.3592
H 1.1903 -0.8945 5.3012
H 2.6396 -0.3655 4.4734
H 1.1103 0.1862 1.3019
H 1.0843 1.4326 2.4999
H 2.5927 0.3224 2.4129
O -3.7510 2.1077 -3.1784
H -4.5976 1.7043 -3.4164
H -3.1619 1.4614 -2.9069
O -2.2759 0.6354 -0.5421
H -1.8387 -0.1480 -0.2745
H -3.0605 0.7791 -0.0414
O 3.7769 -0.0523 -5.7654
H 4.1143 -0.9393 -5.5302
H 2.8567 -0.0838 -5.5514
O -0.9351 -1.8875 1.4523
H -0.0711 -1.8672 1.8466
H -1.7287 -1.6817 2.0395
*
```

## Properties
structure (SMILES): C=NC.O.O.O.O
energy relative to the best compared isomer or geometry (same formula, charge and spin): 2.9074 eV
LUMO: 0.386 eV

Want to see where the charge sits? The natural (NBO) charges in e are:
1 C 0.008
2 N -0.451
3 C -0.464
4 H 0.170
5 H 0.128
6 H 0.205
7 H 0.216
8 H 0.192
9 O -0.946
10 H 0.467
11 H 0.478
12 O -0.960
13 H 0.488
14 H 0.472
15 O -0.935
16 H 0.468
17 H 0.467
18 O -0.993
19 H 0.501
20 H 0.487